Computed, not measured: the molecule C20H18N4O2S2, with ωB97M-V with the def2-TZVPD basis set.

E_HOMO: -8.2 eV
lowest unoccupied orbital energy: 0.2 eV
charge: 0

Each atom is followed by the atoms it is bonded to, with distances in Å.
Positions of all 46 atoms, in Å:
1 O 3.150 -1.228 -2.101  C2 1.215
2 C 2.682 -1.462 -3.197  O1 1.215, N3 1.373, C36 1.481
3 N 1.394 -1.919 -3.329  C2 1.373, C4 1.366, H35 1.010
4 C 0.590 -2.119 -2.242  N3 1.366, N5 1.294, S34 1.738
5 N -0.600 -2.620 -2.323  C4 1.294, N6 1.325
6 N -1.207 -2.704 -1.149  N5 1.325, C7 1.288
7 C -0.493 -2.273 -0.168  N6 1.288, S8 1.734, S34 1.766
8 S -1.050 -2.355 1.472  C7 1.734, C9 1.836
9 C -0.311 -0.814 2.140  S8 1.836, H10 1.090, H11 1.087, C12 1.516
10 H 0.761 -0.853 1.943  C9 1.090
11 H -0.504 -0.817 3.210  C9 1.087
12 C -0.893 0.386 1.418  C9 1.516, O13 1.217, N14 1.359
13 O -0.461 0.706 0.326  C12 1.217
14 N -1.878 1.095 2.029  C12 1.359, C15 1.408, C23 1.454
15 C -2.457 0.845 3.288  N14 1.408, C16 1.393, C20 1.399
16 C -2.899 -0.429 3.640  C15 1.393, C17 1.381, H33 1.078
17 C -3.470 -0.658 4.876  C16 1.381, C18 1.385, H32 1.079
18 C -3.629 0.387 5.770  C17 1.385, C19 1.382, H31 1.079
19 C -3.243 1.662 5.402  C18 1.382, C20 1.389, H30 1.081
20 C -2.666 1.916 4.164  C15 1.399, C19 1.389, C21 1.506
21 C -2.338 3.338 3.791  C20 1.506, C22 1.527, H28 1.092, H29 1.095
22 C -1.624 3.453 2.447  C21 1.527, C23 1.525, H26 1.090, H27 1.092
23 C -2.190 2.409 1.490  N14 1.454, C22 1.525, H24 1.090, H25 1.094
24 H -1.735 2.481 0.502  C23 1.090
25 H -3.275 2.510 1.403  C23 1.094
26 H -1.748 4.454 2.034  C22 1.090
27 H -0.554 3.266 2.566  C22 1.092
28 H -1.734 3.793 4.581  C21 1.092
29 H -3.281 3.893 3.750  C21 1.095
30 H -3.394 2.488 6.082  C19 1.081
31 H -4.070 0.214 6.740  C18 1.079
32 H -3.800 -1.653 5.133  C17 1.079
33 H -2.817 -1.238 2.932  C16 1.078
34 S 1.110 -1.700 -0.637  C4 1.738, C7 1.766
35 H 1.010 -2.183 -4.224  N3 1.010
36 C 3.438 -1.305 -4.462  C2 1.481, C37 1.394, C41 1.393
37 C 4.827 -1.384 -4.396  C36 1.394, C38 1.382, H46 1.079
38 C 5.590 -1.240 -5.539  C37 1.382, C39 1.386, H45 1.080
39 C 4.972 -1.001 -6.756  C38 1.386, C40 1.386, H44 1.080
40 C 3.592 -0.899 -6.825  C39 1.386, C41 1.383, H43 1.080
41 C 2.823 -1.051 -5.686  C36 1.393, C40 1.383, H42 1.081
42 H 1.750 -0.938 -5.754  C41 1.081
43 H 3.112 -0.696 -7.771  C40 1.080
44 H 5.566 -0.885 -7.651  C39 1.080
45 H 6.665 -1.310 -5.482  C38 1.080
46 H 5.289 -1.562 -3.436  C37 1.079

Mulliken analysis output, partial charges in e: -0.6771 0.7407 -0.0998 0.2012 -0.4791 -0.5157 0.7626 -0.1560 -1.3124 0.5387 0.5485 1.0464 -0.6937 0.0722 0.1377 -0.4780 -0.7083 -0.6398 -0.6649 0.5913 -0.8470 -0.7461 -0.9013 0.3665 0.3926 0.4018 0.2904 0.4354 0.3793 0.4164 0.3808 0.4220 0.6447 -0.0472 0.2493 0.4158 -0.4415 -0.5213 -0.3728 -0.6658 -0.3919 0.3599 0.3871 0.3817 0.3869 0.4096